Here is a molecular structure, C27H40AlF3N5O10 at a distorted geometry from the OMol25 dataset. Energies are from ωB97M-V/def2-TZVPD.

Each line ends with the Löwdin charge.
Element x y z (Å)
C 5.36766 1.53288 2.62961  -0.014
C 5.82884 1.34048 1.04890  -0.287
O 7.02430 1.68939 0.55918  -0.043
O 4.81937 0.78928 0.13125  -0.152
C 4.85372 -0.68076 0.07778  -0.193
C 3.67795 -1.18037 -0.99654  -0.227
C 2.65002 0.06894 -1.27197  -0.225
Al 0.98588 -0.45114 -2.40098  0.299
C 1.02795 0.36235 -4.28354  -0.174
O 0.67417 1.81627 -4.16907  -0.208
N 1.35128 2.38599 -3.15460  -0.091
O 0.66430 3.17229 -2.52239  0.010
O -0.55097 0.42035 -1.65335  -0.178
C -1.70420 -0.50626 -1.90393  -0.313
C -2.34928 -0.56775 -3.40982  -0.110
C -2.70906 0.90273 -4.06400  -0.164
N -2.33660 2.10265 -3.50773  0.080
C -2.81660 0.13232 -0.83468  -0.083
O -2.17288 1.19019 0.01324  -0.149
C -3.11661 1.55409 1.10278  -0.070
C -3.28043 0.42199 2.32302  0.047
C -4.30884 0.61203 3.59384  -0.188
C -4.39753 -0.58163 4.71988  -0.135
C -5.20122 2.00950 3.61404  -0.051
C -5.00583 3.16448 2.42182  -0.032
C -3.97289 2.98777 1.13996  -0.051
C -3.80514 4.14467 -0.01172  -0.340
C -4.61528 3.83769 -1.40875  -0.114
C -4.39747 5.60354 0.54548  -0.146
C -1.25315 -2.09803 -1.65826  -0.400
C -1.18277 -2.62676 -0.10626  -0.067
C -0.47937 -4.12197 0.06376  -0.168
O -0.09925 -4.36856 1.46373  -0.190
C -1.27487 -4.70379 2.29956  -0.071
C -1.70755 -3.40035 3.23891  -0.192
F -1.78221 -3.79834 4.68638  -0.025
F -3.08771 -3.00327 2.85450  -0.021
F -0.71584 -2.28157 3.16693  0.011
N -1.85310 -3.15963 -2.55507  0.150
C -3.06417 -3.61474 -2.08456  -0.083
O -4.31037 -4.01702 -1.81000  -0.018
O 0.18009 -2.12657 -2.10257  -0.204
H 6.34491 1.53358 3.27777  0.093
H 4.61967 0.66226 2.86883  0.088
H 4.74558 2.53523 2.69954  0.106
H 5.87118 -1.12970 -0.30277  0.126
H 4.58386 -1.09269 1.15204  0.125
H 3.12522 -2.14658 -0.56787  0.112
H 4.16805 -1.50793 -2.02867  0.110
H 3.17532 0.94441 -1.89018  0.075
H 2.22912 0.45962 -0.23766  0.086
H 0.20721 -0.08462 -5.02517  0.082
H 2.06726 0.32979 -4.82399  0.071
H -1.52211 -1.05131 -4.11192  0.115
H -3.37056 -1.18549 -3.43349  0.128
H -3.37551 0.87293 -5.05406  0.111
H -2.72655 2.84668 -4.12781  0.035
H -3.67417 0.64434 -1.45625  0.124
H -3.25941 -0.75167 -0.20878  0.116
H -2.62083 -0.55434 2.25679  0.080
H -4.75167 -1.62273 4.27264  0.076
H -5.11220 -0.35237 5.62017  0.069
H -3.31217 -0.75574 5.18058  0.088
H -5.96995 2.13686 4.50637  0.074
H -5.68708 4.12968 2.53320  0.076
H -2.65651 4.36449 -0.24840  0.152
H -5.42259 4.68539 -1.64232  0.075
H -3.82031 3.92707 -2.28306  0.065
H -5.18777 2.81096 -1.40143  0.084
H -4.07244 5.72166 1.67536  0.076
H -3.98590 6.52447 -0.04772  0.079
H -5.58026 5.51764 0.44872  0.080
H -0.52546 -1.88152 0.51675  0.147
H -2.23921 -2.66193 0.42592  0.110
H -1.22699 -4.98631 -0.28184  0.127
H 0.48250 -4.26194 -0.60494  0.145
H -1.07068 -5.60140 3.02679  0.147
H -2.24429 -4.96600 1.65452  0.153
C 10.34873 -1.37448 -0.08780  -0.729
O 11.10111 -1.96163 -0.84928  0.009
N 9.53878 -0.37854 -0.48994  0.163
N 10.26225 -1.67085 1.22152  0.143
H 8.91248 0.11669 0.12205  0.070
H 9.57277 -0.12388 -1.46848  0.115
H 10.85530 -2.41479 1.56544  0.107
H 9.64896 -1.19865 1.86409  0.096

Properties
E_tot   -2620.36030 a.u.
F_max   10.117 eV/A
HOMO-LUMO gap   7.86 eV
M   678.618 g mol⁻¹
Charge   -1
HOMO energy   -5.7 eV